145
Properties=species:S:1:pos:R:3 method="wB97M-V/def2-TZVPD" charge=+1 molar_mass_g_mol=1587.101 total_energy_ha=-13367.961832 largest_force_ev_per_a=13.01
C 0.546 4.424 2.806
C -1.013 4.771 3.081
O -1.400 4.684 4.285
N -1.875 5.207 1.967
C -2.948 6.147 2.417
C -2.586 4.054 1.312
C -2.799 4.429 -0.236
C -2.045 3.421 -1.257
C -0.574 3.056 -0.733
C 0.537 2.832 -1.864
C 0.557 4.005 -2.992
O 1.775 3.180 -1.119
C 2.825 2.347 -1.655
O 3.954 2.646 -2.062
C 2.108 0.884 -1.533
C 1.929 0.548 0.015
C 3.265 0.667 0.899
C 3.021 1.362 2.333
O 2.322 0.760 3.194
O 3.588 2.603 2.716
N 2.838 -0.050 -2.443
C 3.183 -1.186 -1.868
C 2.218 -2.440 -1.545
C 4.745 -1.375 -1.498
C 0.771 1.306 -2.396
C -0.356 0.201 -2.002
C -1.707 0.329 -2.861
C -2.993 -0.393 -2.229
S -2.606 -2.093 -1.587
C -2.698 -2.063 0.249
S -1.375 -2.675 1.114
N -3.839 -1.578 1.039
C -3.887 -0.198 1.462
C -5.205 -0.101 2.295
N -5.778 -1.444 2.240
C -4.990 -2.362 1.484
P 1.034 1.077 -4.272
O -0.068 1.777 -5.113
O 2.510 1.788 -4.805
O 0.929 -0.593 -4.715
H 0.708 3.279 2.817
H 0.801 4.848 1.773
H 1.228 4.956 3.568
H -3.779 6.264 1.627
H -3.483 5.820 3.381
H -2.473 7.186 2.555
H -2.113 3.034 1.503
H -3.637 4.011 1.797
H -3.929 4.401 -0.463
H -2.459 5.509 -0.445
H -2.102 3.828 -2.318
H -2.673 2.453 -1.249
H -0.703 2.149 -0.027
H -0.208 3.909 -0.043
H 0.363 4.981 -2.403
H -0.297 3.915 -3.740
H 1.589 4.131 -3.465
H 1.485 -0.492 0.230
H 1.171 1.287 0.478
H 3.585 -0.415 1.152
H 4.159 1.138 0.372
H 2.900 3.256 2.970
H 1.203 -2.173 -1.045
H 2.795 -3.141 -0.781
H 2.003 -3.131 -2.482
H 5.324 -1.068 -2.442
H 4.986 -2.488 -1.318
H 5.076 -0.754 -0.605
H -0.616 0.195 -0.892
H 0.107 -0.817 -2.273
H -1.970 1.412 -3.124
H -1.492 -0.186 -3.873
H -3.396 0.247 -1.374
H -3.807 -0.505 -3.039
H -3.137 0.629 1.250
H -5.602 0.824 2.832
H -5.166 -3.464 1.261
H 2.352 2.032 -5.754
H 0.862 -0.557 -5.698
C -8.517 1.995 4.171
Cl -8.709 0.262 4.462
Cl -6.883 2.349 3.586
Cl -9.727 2.571 3.018
H -8.663 2.520 5.113
C 2.303 -10.053 -2.525
C 1.888 -8.841 -1.713
O 2.302 -7.620 -2.350
C 1.566 -7.238 -3.418
O 0.612 -7.818 -3.864
O 2.107 -6.103 -3.915
C 1.483 -5.648 -5.120
H 3.377 -10.031 -2.725
H 2.059 -10.975 -1.993
H 1.800 -10.074 -3.494
H 2.386 -8.870 -0.741
H 0.810 -8.830 -1.525
H 0.405 -5.536 -4.991
H 1.704 -6.338 -5.936
H 1.904 -4.672 -5.367
Cs 2.066 -4.624 -0.582
C -7.907 0.073 -1.262
C -6.717 0.050 -2.172
O -6.310 1.410 -2.208
C -6.775 1.996 -1.069
O -6.469 3.093 -0.701
O -7.629 1.171 -0.403
H -8.014 -0.850 -0.690
H -8.840 0.269 -1.797
H -5.896 -0.553 -1.772
H -6.965 -0.307 -3.173
C -5.286 3.714 7.806
C -4.766 4.252 8.989
C -3.394 4.439 9.129
C -2.538 4.100 8.089
C -3.059 3.564 6.901
C -4.435 3.370 6.767
H -6.356 3.567 7.702
H -5.434 4.523 9.800
H -2.993 4.849 10.049
H -1.470 4.249 8.194
H -2.392 3.301 6.088
H -4.838 2.952 5.853
F -2.469 5.491 6.087
C 6.349 4.003 -4.281
C 7.148 3.101 -5.254
O 7.737 3.897 -6.130
H 5.581 4.583 -4.801
H 5.842 3.383 -3.535
H 6.999 4.698 -3.742
H 6.417 2.362 -5.629
H 7.787 2.472 -4.607
C 5.669 -11.059 -0.203
Cl 5.231 -12.438 -1.231
Cl 6.019 -9.646 -1.225
Cl 4.317 -10.681 0.889
Cl 7.107 -11.467 0.755
Br 7.254 -1.446 1.955
C 7.494 -3.270 2.592
C 8.186 -4.124 1.551
Br 6.945 -4.643 0.124
H 6.502 -3.644 2.876
H 8.112 -3.180 3.487
H 8.528 -5.071 1.992
H 9.029 -3.627 1.074
Ca 6.855 -5.816 2.207